Computed, not measured: C76H186F12N16NiO30S4 as an isolated structure at a distorted geometry, with ωB97M-V/def2-TZVPD.

The geometry in XYZ format:
```
325
Properties=species:S:1:pos:R:3:lowdin_charge:R:1
Ni 22.439 30.016 18.339 0.76
C 18.532 31.495 18.991 -0.55
F 19.079 32.634 18.411 0.09
F 18.630 31.434 20.363 0.09
F 17.244 31.479 18.744 0.18
S 19.436 30.028 18.155 0.71
O 18.363 29.057 17.827 -0.28
O 20.010 30.637 17.003 -0.28
N 20.719 29.617 19.239 -0.31
S 19.908 28.592 20.082 0.59
O 18.574 28.915 20.596 -0.26
O 19.943 27.196 19.610 -0.28
C 21.009 28.565 21.623 -0.64
F 21.021 29.769 22.226 0.12
F 20.561 27.633 22.453 0.15
F 22.286 28.328 21.300 0.11
C 25.056 30.195 21.191 -0.59
F 23.861 30.752 21.363 0.14
F 26.010 30.916 21.805 0.14
F 25.127 28.985 21.751 0.12
S 25.473 29.966 19.276 0.75
O 25.360 31.319 18.717 -0.32
O 26.828 29.455 19.140 -0.29
N 24.061 28.983 18.792 -0.32
S 24.616 27.484 18.858 0.62
O 25.586 27.218 19.929 -0.29
O 23.451 26.601 18.954 -0.28
C 25.423 27.235 17.090 -0.58
F 24.484 27.224 16.096 0.11
F 26.316 28.216 16.849 0.10
F 26.040 26.066 17.096 0.15
C 25.198 22.283 19.002 -0.07
C 25.857 21.152 19.714 -0.42
C 27.358 21.514 20.199 -0.24
O 27.273 22.226 21.325 -0.17
C 28.472 22.427 21.949 -0.11
N 25.103 20.698 20.841 0.04
H 25.667 22.437 18.030 0.06
H 25.186 23.231 19.538 0.08
H 24.201 21.897 18.792 0.07
H 25.917 20.299 19.038 0.13
H 27.749 21.966 19.287 0.11
H 28.062 20.685 20.258 0.12
H 29.036 21.494 21.966 0.09
H 28.290 22.743 22.976 0.08
H 29.030 23.276 21.553 0.10
H 24.935 19.706 20.929 0.07
H 25.417 21.072 21.725 0.06
C 29.864 26.835 16.211 -0.06
C 30.830 26.845 17.412 -0.39
C 30.619 27.961 18.443 -0.22
O 30.754 29.211 17.923 -0.16
C 29.637 29.991 17.624 -0.11
N 30.536 25.626 18.133 0.04
H 29.816 27.699 15.548 0.05
H 28.843 26.780 16.588 0.06
H 30.073 25.926 15.647 0.07
H 31.837 26.750 17.005 0.14
H 31.486 27.925 19.102 0.13
H 29.760 27.825 19.101 0.11
H 28.891 29.467 17.027 0.07
H 29.995 30.802 16.990 0.09
H 29.099 30.329 18.510 0.08
H 29.592 25.740 18.471 0.07
H 30.520 24.801 17.551 0.04
C 29.880 27.735 10.731 -0.04
C 30.237 27.312 12.149 -0.44
C 31.683 27.163 12.579 -0.18
O 32.426 28.360 12.388 -0.20
C 33.787 28.333 12.297 -0.14
N 29.671 28.199 13.073 0.05
H 29.051 28.431 10.602 0.07
H 29.590 26.916 10.073 0.05
H 30.693 28.191 10.167 0.08
H 29.880 26.307 12.375 0.14
H 32.220 26.336 12.115 0.12
H 31.767 27.011 13.655 0.12
H 34.173 27.681 11.514 0.08
H 34.117 28.014 13.286 0.09
H 34.154 29.323 12.024 0.09
H 30.035 29.124 12.892 0.09
H 28.668 28.229 12.958 0.05
C 21.105 33.409 24.241 -0.03
C 22.603 33.267 23.780 -0.37
C 23.352 34.609 23.482 -0.19
O 23.262 34.910 22.109 -0.20
C 23.926 36.139 21.841 -0.11
N 23.241 32.602 24.909 0.04
H 20.948 33.965 25.165 0.07
H 20.785 32.405 24.518 0.06
H 20.575 33.880 23.413 0.07
H 22.878 32.760 22.856 0.10
H 24.396 34.405 23.720 0.10
H 23.023 35.456 24.085 0.13
H 23.561 37.010 22.386 0.09
H 23.964 36.316 20.767 0.08
H 24.995 36.191 22.046 0.07
H 24.179 32.256 24.765 0.04
H 22.911 31.721 25.277 0.02
C 19.884 21.734 18.136 -0.07
C 19.935 23.229 17.802 -0.38
C 18.623 23.912 17.260 -0.20
O 18.798 25.276 16.945 -0.20
C 17.608 26.102 16.882 -0.07
N 20.400 23.846 19.086 0.06
H 20.870 21.377 18.433 0.07
H 19.514 21.065 17.359 0.06
H 19.105 21.470 18.852 0.07
H 20.627 23.408 16.979 0.12
H 17.862 23.944 18.040 0.12
H 18.204 23.306 16.456 0.12
H 16.842 25.631 16.266 0.09
H 17.754 27.152 16.628 0.06
H 17.173 26.210 17.875 0.09
H 20.817 24.731 18.832 0.05
H 19.505 24.078 19.492 0.07
C 22.979 29.675 28.313 -0.08
C 22.877 29.163 26.922 -0.41
C 22.423 27.678 26.903 -0.15
O 21.844 27.309 25.623 -0.20
C 22.859 27.130 24.633 -0.11
N 21.986 30.083 26.118 0.04
H 23.343 30.702 28.301 0.08
H 23.787 29.166 28.837 0.08
H 22.081 29.685 28.932 0.09
H 23.818 29.481 26.472 0.12
H 21.519 27.467 27.474 0.13
H 23.181 27.019 27.326 0.12
H 22.328 26.918 23.705 0.07
H 23.716 26.507 24.888 0.08
H 23.230 28.126 24.392 0.08
H 21.498 29.667 25.339 0.06
H 21.149 30.176 26.675 0.08
C 28.692 27.604 21.872 -0.07
O 29.063 26.612 22.897 -0.21
C 27.984 25.848 23.557 -0.16
C 27.057 26.749 24.292 -0.25
N 27.480 27.002 25.624 -0.05
C 26.752 28.156 26.136 -0.19
C 27.275 28.719 27.439 -0.23
O 28.143 29.807 27.307 -0.22
C 28.827 30.276 28.560 -0.03
H 29.644 27.911 21.438 0.06
H 28.273 28.491 22.348 0.06
H 28.192 27.179 21.002 0.08
H 28.536 25.063 24.074 0.12
H 27.430 25.359 22.755 0.10
H 26.013 26.442 24.238 0.12
H 27.109 27.729 23.818 0.09
H 28.467 27.130 25.457 0.10
H 25.744 27.772 26.295 0.11
H 26.763 28.958 25.397 0.11
H 27.901 27.970 27.923 0.12
H 26.493 28.867 28.183 0.11
H 28.073 30.378 29.340 0.08
H 29.380 31.215 28.513 0.09
H 29.463 29.456 28.892 0.08
C 18.713 18.581 13.692 -0.10
O 19.293 19.366 12.664 -0.21
C 20.720 19.312 12.599 -0.20
C 21.062 20.463 11.591 -0.18
N 20.523 21.803 11.937 -0.06
C 21.305 22.572 12.926 -0.18
C 22.784 22.869 12.512 -0.22
O 23.501 23.799 13.266 -0.21
C 24.043 23.358 14.496 -0.10
H 19.349 18.713 14.567 0.08
H 18.768 17.523 13.437 0.09
H 17.695 18.885 13.935 0.09
H 21.181 18.372 12.295 0.12
H 21.130 19.460 13.598 0.10
H 20.462 20.195 10.720 0.11
H 22.091 20.443 11.231 0.11
H 19.575 21.588 12.209 0.09
H 21.183 22.110 13.906 0.10
H 20.749 23.502 13.045 0.11
H 22.723 23.427 11.578 0.12
H 23.467 22.067 12.233 0.11
H 24.542 22.395 14.390 0.08
H 23.237 23.134 15.195 0.08
H 24.818 24.046 14.833 0.08
C 17.647 20.747 24.488 -0.14
O 18.468 21.884 24.443 -0.18
C 18.747 22.255 23.065 -0.17
C 19.920 23.304 23.087 -0.25
N 21.052 22.943 22.418 -0.08
C 22.138 23.864 22.749 -0.17
C 22.564 23.890 24.247 -0.18
O 23.918 24.124 24.588 -0.21
C 24.932 23.394 24.022 -0.13
H 16.768 20.780 23.843 0.08
H 17.269 20.531 25.487 0.08
H 18.298 19.925 24.194 0.09
H 17.899 22.603 22.475 0.11
H 19.080 21.434 22.430 0.11
H 20.194 23.518 24.120 0.11
H 19.476 24.222 22.703 0.11
H 21.004 22.846 21.414 0.09
H 21.832 24.832 22.352 0.10
H 22.938 23.618 22.050 0.11
H 22.265 22.969 24.748 0.13
H 22.014 24.693 24.738 0.10
H 24.471 22.592 23.445 0.08
H 25.651 23.158 24.807 0.10
H 25.423 23.891 23.185 0.07
C 33.148 30.519 22.956 -0.11
O 32.033 30.464 23.761 -0.17
C 30.950 29.737 23.435 -0.26
C 29.828 29.835 24.529 -0.12
N 29.192 31.205 24.723 -0.05
C 28.189 31.613 23.805 -0.22
C 27.327 32.900 24.132 -0.12
O 26.315 32.623 25.179 -0.26
C 26.059 33.605 26.174 -0.12
H 33.266 31.549 22.619 0.08
H 33.023 29.972 22.021 0.08
H 34.033 30.277 23.545 0.09
H 31.228 28.687 23.351 0.11
H 30.685 29.908 22.392 0.11
H 30.331 29.630 25.475 0.11
H 29.150 28.982 24.557 0.08
H 28.758 31.248 25.634 0.08
H 27.720 30.680 23.493 0.09
H 28.732 31.995 22.941 0.11
H 26.762 33.145 23.232 0.09
H 27.872 33.777 24.481 0.12
H 25.486 33.205 27.011 0.09
H 25.498 34.418 25.713 0.06
H 27.018 34.029 26.471 0.08
C 27.222 31.776 16.022 -0.08
O 25.926 32.357 15.835 -0.23
C 25.858 33.317 14.761 -0.16
C 26.681 34.595 15.100 -0.18
N 26.314 35.181 16.391 -0.07
C 27.026 36.320 16.856 -0.24
C 27.170 36.481 18.415 -0.10
O 27.822 35.209 18.921 -0.19
C 27.091 34.581 19.894 -0.17
H 27.365 31.001 15.269 0.08
H 27.252 31.268 16.986 0.06
H 28.071 32.453 16.119 0.09
H 24.805 33.585 14.668 0.11
H 26.163 32.835 13.833 0.12
H 26.529 35.359 14.337 0.12
H 27.762 34.476 15.171 0.11
H 26.488 34.538 17.151 0.09
H 26.543 37.165 16.366 0.11
H 28.011 36.421 16.400 0.11
H 26.159 36.665 18.779 0.10
H 27.794 37.311 18.748 0.12
H 27.379 33.530 19.890 0.09
H 26.059 34.463 19.565 0.07
H 27.112 35.008 20.896 0.08
C 21.148 27.446 16.427 -0.05
O 22.099 28.532 16.530 -0.27
C 22.216 29.223 15.281 -0.16
C 23.440 30.209 15.403 -0.13
N 23.371 31.002 16.632 -0.07
C 22.623 32.255 16.535 -0.15
C 22.635 32.972 17.899 -0.15
O 22.098 32.096 18.902 -0.26
C 21.983 32.779 20.161 -0.06
H 21.343 26.866 17.329 0.07
H 21.369 26.756 15.613 0.10
H 20.099 27.737 16.475 0.07
H 21.280 29.731 15.045 0.12
H 22.398 28.520 14.468 0.13
H 23.483 30.872 14.540 0.12
H 24.370 29.652 15.288 0.10
H 24.336 31.274 16.751 0.07
H 21.737 32.321 15.903 0.13
H 23.225 32.951 15.951 0.10
H 22.244 33.989 17.923 0.14
H 23.676 33.156 18.165 0.11
H 21.262 33.596 20.153 0.11
H 22.912 33.233 20.507 0.08
H 21.671 32.024 20.883 0.08
C 34.191 25.999 22.447 -0.15
O 35.122 25.218 21.790 -0.18
C 34.804 24.979 20.407 -0.19
C 33.779 23.775 20.217 -0.16
N 33.168 23.702 18.827 -0.07
C 32.456 22.477 18.553 -0.21
C 31.526 22.269 17.334 -0.21
O 30.215 22.736 17.555 -0.24
C 29.322 22.606 16.447 -0.10
H 33.960 26.956 21.979 0.08
H 34.496 26.159 23.480 0.09
H 33.212 25.523 22.517 0.08
H 35.778 24.862 19.933 0.12
H 34.407 25.811 19.825 0.11
H 33.100 23.771 21.070 0.10
H 34.389 22.903 20.451 0.11
H 32.464 24.425 18.861 0.06
H 31.831 22.318 19.432 0.11
H 33.277 21.762 18.613 0.12
H 31.416 21.227 17.033 0.12
H 31.913 22.673 16.398 0.11
H 29.819 22.923 15.531 0.08
H 28.426 23.193 16.649 0.08
H 28.946 21.593 16.304 0.08
C 29.735 26.607 6.566 -0.13
O 28.835 26.541 7.639 -0.22
C 27.740 25.581 7.500 -0.18
C 26.803 25.194 8.733 -0.11
N 26.346 26.545 9.436 -0.02
C 26.375 26.234 10.922 -0.19
C 25.745 27.411 11.713 -0.19
O 26.811 28.326 11.884 -0.26
C 26.485 29.522 12.532 -0.10
H 29.249 26.808 5.611 0.08
H 30.122 25.623 6.301 0.08
H 30.486 27.389 6.677 0.09
H 28.143 24.660 7.079 0.10
H 27.205 25.905 6.607 0.11
H 27.417 24.592 9.403 0.10
H 25.870 24.758 8.375 0.11
H 27.117 27.197 9.402 0.06
H 27.393 26.182 11.308 0.10
H 26.046 25.216 11.131 0.11
H 25.459 27.089 12.714 0.12
H 24.896 27.803 11.153 0.12
H 27.337 30.170 12.738 0.08
H 25.924 29.405 13.459 0.08
H 26.051 29.928 11.618 0.10
```

Results
Gap between HOMO and LUMO (spin up / spin down) ... 8.063 / 6.296 eV
2S+1 ... 3
Molar mass ... 2219.34 g mol⁻¹
DFT total energy ... -284061.4661 eV
Maximum force ... 0.1710 Eh/bohr